Record 1
9
Properties=species:S:1:pos:R:3:forces:R:3 method="wB97M-V/def2-TZVPD" spin_multiplicity=3 s2=2.018 fmax_ev_per_a=2.6 total_charge=+1 total_energy_ha=-395.5469 e_homo_ev="-13.604 / -17.134" homo_lumo_gap_ev="8.994 / 6.435"
C -2.470251 -0.537761 0.031325 0.53 -0.15 -0.04
C 2.260018 -0.682914 0.039265 -1.29 0.99 -1.42
C 0.443306 0.930224 -0.041469 -0.43 2.26 -0.72
N 1.420460 0.150747 -0.286545 1.13 -0.74 1.20
O -3.585070 -0.728800 -0.002715 -1.82 -0.21 -0.02
O 3.070932 -1.465301 0.124737 1.89 -1.72 0.65
O -1.323005 -0.355883 0.054202 -0.02 -0.64 0.13
H 0.181598 1.238875 0.970657 0.17 0.02 0.18
H 0.002015 1.450813 -0.889453 -0.16 0.18 0.02

---

Record 2
10
Properties=species:S:1:pos:R:3:forces:R:3 method="wB97M-V/def2-TZVPD" fmax_ev_per_a=2.0 total_charge=-1 total_energy_ha=-471.3057 e_homo_ev=-5.004 homo_lumo_gap_ev=8.860
C 1.758300 1.079864 1.417917 0.44 0.22 -0.37
C -1.191524 -1.796585 -0.396313 -0.09 -0.34 -0.02
C -0.352520 0.691361 -0.682043 0.40 -0.20 0.46
N 1.524856 0.892683 0.279356 -1.04 -0.35 -1.70
O -1.830934 -2.272565 0.465406 -0.57 -0.12 0.91
O -0.607500 -1.918588 -1.410064 0.67 0.07 -1.04
O -1.125790 0.007389 0.017384 -0.03 0.46 -0.13
O 2.125630 1.307019 2.521296 0.17 0.18 1.71
H -0.460802 1.773570 -0.682481 0.08 0.06 0.09
H 0.160285 0.235853 -1.530460 -0.03 0.00 0.09